No. 1
A molecular structure, C16H25N5OS2Ti, computed with the ωB97M-V functional and the def2-TZVPD basis.

Computed properties:
HOMO level = -5.8 eV
energy relative to the best compared isomer or geometry (same formula, charge and spin) = 3.8 kcal per mole
E = -2619.4632 a.u.
Kohn-Sham gap = 6.055 eV

```
50
C16H25N5OS2Ti the ωB97M-V functional and the def2-TZVPD basis
Ti 1.01997 1.46344 -0.34357
O -0.22140 1.18980 1.22758
N -0.11704 1.74775 2.40156
C -1.33070 1.91691 3.04828
C -1.37482 2.54827 4.27268
C -0.15535 2.90430 4.87589
C 1.02237 2.84725 4.16464
C 1.02670 2.27586 2.78424
S 2.35632 2.15174 1.70236
H -2.19359 1.57489 2.47468
H -2.34941 2.83294 4.66133
H -0.13217 3.47918 5.79051
H 1.98173 3.16387 4.54962
C -0.26921 3.06190 -0.97871
H 0.25778 3.76602 -0.25119
H -1.35373 2.90693 -0.66711
H -0.26967 3.48588 -1.97599
C -1.08332 -2.36262 1.90073
N -0.19836 -1.75256 0.98468
C 1.18111 -1.70487 1.51312
C -0.61299 -1.25559 -0.23031
N 0.00355 -0.28374 -0.83692
N -1.71451 -1.81873 -0.80247
C -2.34173 -1.12205 -1.95996
C -1.89048 -3.22234 -0.93725
H -1.21847 -1.82810 2.84547
H -0.74965 -3.33062 2.16083
H -2.14175 -2.36159 1.50790
H 1.11794 -2.21746 2.47945
H 1.47088 -0.68418 1.68535
H 1.92240 -2.20097 0.90185
H -0.19497 -0.40295 -1.82122
H -2.48762 -0.07848 -1.73738
H -3.24129 -1.66790 -2.11758
H -1.76851 -1.23525 -2.90363
H -1.15787 -3.70770 -0.32314
H -1.81520 -3.47478 -1.95936
H -2.86024 -3.39326 -0.47417
S 3.14807 2.04454 -1.52474
C 2.01166 0.83004 -2.19872
N 2.46039 -0.58139 -1.96732
C 2.06584 -1.59992 -2.78149
C 1.24032 -1.40092 -3.84663
C 1.02433 -0.01840 -4.27460
C 1.38343 1.01427 -3.48694
H 3.21282 -0.69508 -1.35362
H 2.49225 -2.63175 -2.48630
H 0.90759 -2.23063 -4.47916
H 0.67391 0.02896 -5.34546
H 1.26267 2.02909 -3.86781
```

Need the Löwdin charges? In units of e they are: atom 1 (Ti): 0.56, atom 2 (O): -0.30, atom 3 (N): -0.21, atom 4 (C): 0.01, atom 5 (C): -0.06, atom 6 (C): -0.09, atom 7 (C): -0.03, atom 8 (C): -0.63, atom 9 (S): 0.66, atom 10 (H): 0.14, atom 11 (H): 0.11, atom 12 (H): 0.11, atom 13 (H): 0.10, atom 14 (C): -0.21, atom 15 (H): 0.01, atom 16 (H): 0.01, atom 17 (H): -0.02, atom 18 (C): -0.09, atom 19 (N): -0.13, atom 20 (C): -0.01, atom 21 (C): -0.39, atom 22 (N): 0.06, atom 23 (N): -0.16, atom 24 (C): -0.02, atom 25 (C): -0.06, atom 26 (H): 0.09, atom 27 (H): 0.08, atom 28 (H): 0.11, atom 29 (H): 0.09, atom 30 (H): 0.04, atom 31 (H): 0.09, atom 32 (H): 0.05, atom 33 (H): 0.09, atom 34 (H): 0.08, atom 35 (H): 0.10, atom 36 (H): 0.09, atom 37 (H): 0.08, atom 38 (H): 0.10, atom 39 (S): 0.55, atom 40 (C): -0.85, atom 41 (N): -0.03, atom 42 (C): -0.17, atom 43 (C): -0.15, atom 44 (C): -0.13, atom 45 (C): -0.16, atom 46 (H): 0.08, atom 47 (H): 0.14, atom 48 (H): 0.08, atom 49 (H): 0.11, atom 50 (H): 0.10

No. 2
A single C16H25NO2 molecule, computed with the ωB97M-V functional and the def2-TZVPD basis.

Computed properties:
HOMO level = -7.4 eV
energy relative to the best compared isomer or geometry (same formula, charge and spin) = 363.3 kcal per mole
E = -829.3493 a.u.
Kohn-Sham gap = 7.973 eV
SMILES = CCCC[C@@H](CC)C(=O)NCc1ccccc1OC

```
44
C16H25NO2 the ωB97M-V functional and the def2-TZVPD basis
C -5.17193 2.14838 1.83155
C -4.42540 1.04475 0.89958
C -3.44514 1.72590 -0.14538
C -2.93516 0.55881 -1.07951
C -2.17534 -0.56070 -0.16962
C -2.74375 -1.82194 -0.06170
C -1.96230 -2.58123 0.73723
C -0.84381 -0.60820 -1.29690
O -0.71915 -1.51092 -2.05815
N 0.13023 0.30650 -1.01077
C 1.27868 0.43401 -1.75701
C 2.51991 0.42000 -0.79508
C 3.35537 1.78158 -0.79477
C 4.35192 1.92340 -0.06351
C 4.48025 1.05010 1.25610
C 3.75885 -0.17728 1.35727
C 2.65604 -0.31914 0.48713
O 1.93310 -1.20496 0.43167
C 1.98617 -2.21332 1.63325
H -4.60312 2.78278 2.52700
H -6.00976 1.67605 2.50018
H -5.82473 2.70072 1.14355
H -4.16950 0.48803 1.65592
H -5.27780 0.41960 0.53903
H -2.80776 2.18520 0.67548
H -4.15350 2.41539 -0.71092
H -3.76158 -0.11925 -1.72743
H -2.46244 1.03135 -1.76102
H -1.76099 -0.02358 0.46575
H -2.91083 -2.32885 -1.10431
H -3.73408 -1.42559 0.31735
H -1.02539 -2.90226 0.22796
H -1.81115 -2.19387 1.78741
H -2.50122 -3.77349 0.89647
H -0.12651 1.27038 -0.29535
H 1.51707 -0.49798 -2.12778
H 1.32806 1.04808 -2.34681
H 3.19287 2.17375 -1.67206
H 5.09115 2.81624 -0.08124
H 5.34487 1.43088 1.59580
H 3.82841 -0.62024 2.31856
H 1.83779 -1.82125 2.41790
H 2.88475 -2.63399 1.61022
H 1.24284 -2.90245 1.41361
```

Need the Löwdin charges? In units of e they are: atom 1 (C): -0.12, atom 2 (C): -0.27, atom 3 (C): -0.15, atom 4 (C): -0.12, atom 5 (C): -0.24, atom 6 (C): -0.38, atom 7 (C): -0.16, atom 8 (C): -0.43, atom 9 (O): 0.09, atom 10 (N): 0.05, atom 11 (C): -0.15, atom 12 (C): 0.04, atom 13 (C): -0.09, atom 14 (C): -0.13, atom 15 (C): 0.01, atom 16 (C): 0.00, atom 17 (C): -0.45, atom 18 (O): 0.05, atom 19 (C): 0.14, atom 20 (H): 0.06, atom 21 (H): 0.09, atom 22 (H): 0.05, atom 23 (H): 0.02, atom 24 (H): 0.12, atom 25 (H): 0.13, atom 26 (H): 0.12, atom 27 (H): 0.19, atom 28 (H): 0.01, atom 29 (H): 0.04, atom 30 (H): 0.18, atom 31 (H): 0.14, atom 32 (H): 0.08, atom 33 (H): 0.11, atom 34 (H): 0.16, atom 35 (H): 0.28, atom 36 (H): 0.12, atom 37 (H): 0.00, atom 38 (H): 0.04, atom 39 (H): 0.12, atom 40 (H): 0.03, atom 41 (H): 0.09, atom 42 (H): -0.01, atom 43 (H): 0.07, atom 44 (H): 0.08

No. 3
A single C16H25NO4 molecule, computed with the ωB97M-V functional and the def2-TZVPD basis.

Computed properties:
HOMO level = -8.2 eV
energy relative to the best compared isomer or geometry (same formula, charge and spin) = 87.1 kcal per mole
E = -980.3125 a.u.
Kohn-Sham gap = 9.106 eV
SMILES = COc1ccc(CN2CCOCCOCCOCC2)cc1

```
46
C16H25NO4 the ωB97M-V functional and the def2-TZVPD basis
C 3.84425 1.34783 -5.12833
O 2.93592 1.78074 -4.14721
C 2.33018 0.84225 -3.36172
C 2.53837 -0.52807 -3.45174
C 1.86709 -1.38463 -2.59369
C 0.98139 -0.90468 -1.64289
C 0.23313 -1.85196 -0.74070
N -0.13836 -1.22931 0.51815
C -1.18637 -1.96188 1.20413
C -2.55362 -1.81721 0.50490
O -3.57190 -1.43519 1.40926
C -3.90185 -0.07092 1.44048
C -2.76031 0.90306 1.75159
O -2.23124 0.62447 3.03387
C -1.46568 1.65608 3.59845
C -0.27738 2.14386 2.72862
O 0.24134 1.18601 1.84648
C 0.77963 0.02849 2.44674
C 1.03515 -0.99731 1.34242
C 0.77685 0.46926 -1.55854
C 1.44308 1.33130 -2.40150
H 4.19599 2.25116 -5.62465
H 4.69808 0.82454 -4.68484
H 3.36251 0.69607 -5.86493
H 3.21959 -0.94345 -4.17791
H 2.04245 -2.44862 -2.67351
H -0.68620 -2.15855 -1.24944
H 0.83560 -2.76621 -0.58006
H -0.92797 -3.03005 1.31457
H -1.30818 -1.54406 2.20292
H -2.47674 -1.09068 -0.31201
H -2.87675 -2.77795 0.09060
H -4.66543 0.00426 2.21835
H -4.33708 0.23613 0.47444
H -3.17366 1.92270 1.72779
H -1.97048 0.82001 0.99578
H -2.09888 2.53036 3.82122
H -1.10514 1.24430 4.54476
H -0.60250 2.95905 2.07682
H 0.50612 2.52679 3.40191
H 1.73090 0.26721 2.95033
H 0.09108 -0.37528 3.19609
H 1.81278 -0.60116 0.68633
H 1.40876 -1.92822 1.80754
H 0.10943 0.85148 -0.80274
H 1.29608 2.39796 -2.33812
```

Need the Löwdin charges? In units of e they are: atom 1 (C): -0.10, atom 2 (O): -0.09, atom 3 (C): -0.28, atom 4 (C): -0.02, atom 5 (C): -0.04, atom 6 (C): -0.22, atom 7 (C): -0.15, atom 8 (N): -0.18, atom 9 (C): -0.15, atom 10 (C): -0.18, atom 11 (O): -0.14, atom 12 (C): -0.19, atom 13 (C): -0.18, atom 14 (O): -0.14, atom 15 (C): -0.19, atom 16 (C): -0.19, atom 17 (O): -0.15, atom 18 (C): -0.19, atom 19 (C): -0.15, atom 20 (C): -0.03, atom 21 (C): 0.01, atom 22 (H): 0.09, atom 23 (H): 0.09, atom 24 (H): 0.09, atom 25 (H): 0.10, atom 26 (H): 0.11, atom 27 (H): 0.13, atom 28 (H): 0.13, atom 29 (H): 0.13, atom 30 (H): 0.11, atom 31 (H): 0.12, atom 32 (H): 0.12, atom 33 (H): 0.13, atom 34 (H): 0.13, atom 35 (H): 0.13, atom 36 (H): 0.11, atom 37 (H): 0.12, atom 38 (H): 0.12, atom 39 (H): 0.12, atom 40 (H): 0.13, atom 41 (H): 0.13, atom 42 (H): 0.11, atom 43 (H): 0.12, atom 44 (H): 0.13, atom 45 (H): 0.10, atom 46 (H): 0.12

No. 4
A molecular structure, C16H26B2BeN6O2, computed with the ωB97M-V functional and the def2-TZVPD basis.

Computed properties:
HOMO level = -8.0 eV
energy relative to the best compared isomer or geometry (same formula, charge and spin) = 0.0 kcal per mole
E = -1168.9947 a.u.
Kohn-Sham gap = 8.710 eV

```
53
C16H26B2BeN6O2 the ωB97M-V functional and the def2-TZVPD basis
H 0.31942 2.04073 -0.01554
N -0.09532 1.09312 -1.84968
B -0.20462 0.35035 -4.26180
N 0.08057 1.44269 -3.18414
C 0.60035 2.68295 -3.25060
Be -0.61925 -0.48870 -1.59520
H 0.80409 3.12148 -4.21603
C 0.75889 3.15011 -1.94594
H 1.15264 4.10008 -1.63970
C 0.32571 2.12369 -1.09640
H -0.01014 0.69128 -5.39052
C -0.32905 -0.85642 0.20813
H -0.34410 0.04370 0.82782
H 0.59017 -1.43238 0.38889
H -1.18128 -1.50645 0.46252
N -1.67188 -0.11658 -3.96762
N 0.68641 -0.85431 -3.80094
N -2.00276 -0.50334 -2.66836
N 0.46382 -1.35182 -2.52474
C -2.74650 -0.27735 -4.76136
C 1.68592 -1.55144 -4.37128
H -2.66505 -0.05093 -5.81655
H 1.99250 -1.30671 -5.37698
C -3.79698 -0.75095 -3.98007
C 2.11048 -2.52237 -3.46173
C -3.28900 -0.88448 -2.67889
C 1.31011 -2.37446 -2.32560
H -4.79324 -0.98716 -4.30433
H 2.89758 -3.24287 -3.58291
H -3.75614 -1.22999 -1.76838
H 1.29063 -2.90914 -1.38508
H 1.65756 0.10445 1.50681
C 3.94227 0.33558 5.00468
C 2.45320 0.04784 4.75879
C 1.92760 -0.91029 5.80973
O 2.35151 -0.61105 3.48955
B 1.95705 0.39602 2.62156
O 1.81458 1.67298 3.17343
C 1.61165 1.38571 4.56590
C 0.10666 1.19626 4.81550
C 2.04522 2.56401 5.41409
H 4.50189 -0.60758 4.98031
H 4.09726 0.79667 5.98619
H 4.36692 0.99249 4.23028
H 2.56494 -1.80201 5.84786
H 1.93683 -0.43579 6.79843
H 0.90361 -1.22935 5.57862
H -0.09548 1.08581 5.88772
H -0.43024 2.09437 4.47857
H -0.31152 0.32922 4.28480
H 3.08222 2.85572 5.21820
H 1.38656 3.41884 5.21817
H 1.94043 2.31018 6.47972
```

Need the Löwdin charges? In units of e they are: atom 1 (H): 0.11, atom 2 (N): 0.02, atom 3 (B): -0.43, atom 4 (N): 0.01, atom 5 (C): -0.06, atom 6 (Be): 0.06, atom 7 (H): 0.12, atom 8 (C): -0.05, atom 9 (H): 0.09, atom 10 (C): -0.07, atom 11 (H): 0.11, atom 12 (C): -0.14, atom 13 (H): -0.04, atom 14 (H): -0.02, atom 15 (H): -0.03, atom 16 (N): 0.01, atom 17 (N): 0.01, atom 18 (N): 0.04, atom 19 (N): 0.01, atom 20 (C): -0.06, atom 21 (C): -0.06, atom 22 (H): 0.12, atom 23 (H): 0.12, atom 24 (C): -0.06, atom 25 (C): -0.06, atom 26 (C): -0.08, atom 27 (C): -0.08, atom 28 (H): 0.09, atom 29 (H): 0.09, atom 30 (H): 0.12, atom 31 (H): 0.12, atom 32 (H): 0.08, atom 33 (C): -0.01, atom 34 (C): -0.48, atom 35 (C): -0.01, atom 36 (O): 0.10, atom 37 (B): -0.40, atom 38 (O): 0.09, atom 39 (C): -0.49, atom 40 (C): -0.02, atom 41 (C): -0.02, atom 42 (H): 0.09, atom 43 (H): 0.09, atom 44 (H): 0.10, atom 45 (H): 0.09, atom 46 (H): 0.09, atom 47 (H): 0.09, atom 48 (H): 0.09, atom 49 (H): 0.10, atom 50 (H): 0.10, atom 51 (H): 0.09, atom 52 (H): 0.09, atom 53 (H): 0.10